*one*
2 unconnected molecules or ions with the total composition C4H11OP. Source: the OMol25 dataset; level of theory: ωB97M-V with the def2-TZVPD basis set.

Computed properties:
Net charge ... 0
Orbital gap (alpha / beta) ... 7.5579 / 8.6273 eV
LUMO level (alpha / beta) ... -0.7 / 0.3 eV

Element x y z (Å)
C: 2.588 -0.693 1.256
C: -1.537 1.679 -0.948
C: 1.979 -0.776 -0.083
C: -1.992 0.235 -0.903
O: -1.674 -2.069 0.579
P: -1.101 -0.726 0.407
H: 3.659 -0.934 1.187
H: 2.501 0.304 1.682
H: 2.145 -1.421 1.934
H: -0.454 1.725 -1.076
H: -2.010 2.210 -1.774
H: -1.786 2.186 -0.016
H: 1.889 -1.741 -0.551
H: 2.015 0.080 -0.733
H: -1.818 -0.275 -1.856
H: -3.061 0.150 -0.670
H: -1.342 0.065 1.565



*two*
2 unconnected molecules or ions with the total composition C4H11OP. Source: the OMol25 dataset; level of theory: ωB97M-V with the def2-TZVPD basis set.

Computed properties:
Net charge ... 0
Orbital gap (alpha / beta) ... 8.3980 / 8.3145 eV
LUMO level (alpha / beta) ... 0.6 / 0.6 eV

Element x y z (Å)
C: -1.819 1.575 -0.328
C: -0.395 -0.526 1.633
C: 2.555 -0.179 -0.341
C: -0.271 -0.304 0.136
O: -0.318 -1.374 -0.762
P: 1.002 0.928 -0.378
H: -2.811 1.447 0.027
H: -1.171 2.104 0.394
H: -1.721 1.963 -1.304
H: -0.431 0.487 2.073
H: 0.550 -1.006 2.164
H: -1.318 -1.060 1.812
H: 3.322 0.255 0.395
H: 2.996 -0.401 -1.368
H: 2.215 -1.088 0.284
H: -0.885 -2.174 -0.404
H: 0.596 0.794 -1.717



Verdict on stability: *two* comes out at the bottom.



*one*
A single C3H6BrP molecule. Source: the OMol25 dataset; level of theory: ωB97M-V with the def2-TZVPD basis set.

Computed properties:
Net charge ... 0
Orbital gap ... 8.8811 eV
Structure (SMILES) ... [H]/P=C(\Br)CC
LUMO level ... -0.1 eV

Element x y z (Å)
H: -2.308 -1.130 2.698
P: -1.067 -1.599 1.994
C: -1.233 -0.512 0.698
Br: -2.417 0.963 0.881
C: -0.256 -0.529 -0.488
C: 0.618 0.759 -0.334
H: 0.464 -1.304 -0.332
H: -0.797 -0.620 -1.404
H: -0.133 1.644 -0.304
H: 1.194 0.477 0.621
H: 1.490 0.822 -1.054



*two*
A single C3H6BrP molecule. Source: the OMol25 dataset; level of theory: ωB97M-V with the def2-TZVPD basis set.

Computed properties:
Net charge ... 0
Orbital gap ... 9.8603 eV
Structure (SMILES) ... C=CCPBr
LUMO level ... 0.7 eV

Element x y z (Å)
C: -2.033 0.518 0.085
C: -0.980 -0.229 -0.306
C: 0.459 -0.031 0.201
P: 2.079 -1.035 -0.400
Br: 3.545 0.258 0.442
H: -1.988 1.368 0.745
H: -3.107 0.368 -0.131
H: -1.277 -1.213 -0.668
H: 0.781 1.098 0.425
H: 0.234 -0.468 1.265
H: 2.288 -0.635 -1.658



Verdict on stability: *one* comes out at the bottom.



*one*
A molecular structure, C5H11NO4. Source: the OMol25 dataset; level of theory: ωB97M-V with the def2-TZVPD basis set.

Computed properties:
Net charge ... 0
Orbital gap ... 9.3081 eV
LUMO level ... 0.6 eV

Element x y z (Å)
C: -0.662 0.983 -0.546
C: -1.077 -0.129 1.522
C: 1.305 -0.069 0.407
C: -0.459 -1.572 -0.357
C: -0.237 -0.181 0.242
N: 0.353 1.019 -2.145
O: -1.329 1.920 -0.399
O: 0.466 -1.752 -1.443
O: 0.957 2.201 -2.212
O: -0.617 0.952 -3.133
H: -2.102 0.237 1.171
H: -0.691 0.565 2.225
H: -1.251 -1.101 1.958
H: 1.512 0.864 1.064
H: 1.739 -0.878 1.005
H: 1.720 0.102 -0.541
H: -1.436 -1.943 -0.724
H: -0.234 -2.248 0.416
H: 0.480 -0.982 -1.963
H: 0.365 2.860 -1.845
H: -0.645 0.129 -3.599



*two*
A molecular structure, C5H11NO4. Source: the OMol25 dataset; level of theory: ωB97M-V with the def2-TZVPD basis set.

Computed properties:
Net charge ... 0
Orbital gap ... 8.3459 eV
LUMO level ... 0.0 eV

Element x y z (Å)
C: 2.099 0.577 -0.184
C: 2.034 1.467 0.945
C: 0.840 -0.722 -0.088
O: 0.742 -1.418 -1.268
O: 0.694 -1.299 0.951
H: 0.928 -0.835 -2.015
H: 1.925 1.048 -1.151
H: 2.918 -0.139 -0.208
H: 2.215 2.517 0.742
H: 0.689 1.551 1.064
H: 2.463 1.089 1.867
C: -2.337 -1.250 -0.786
N: -1.953 -0.225 0.156
C: -0.983 0.700 -0.091
O: -2.087 -0.673 1.473
O: -0.610 1.462 0.861
H: -1.291 -0.360 1.942
H: -0.960 1.018 -1.141
H: -1.650 -2.100 -0.744
H: -3.344 -1.581 -0.535
H: -2.332 -0.827 -1.790



Verdict on stability: *one* comes out at the bottom.



*one*
A single C11H17N3O2 molecule. Source: the OMol25 dataset; level of theory: ωB97M-V with the def2-TZVPD basis set.

Computed properties:
Net charge ... 0
Orbital gap ... 8.5143 eV
Structure (SMILES) ... c1nc2c([nH]1)CCO[C@H]2CN1CCOCC1
LUMO level ... 0.7 eV

Element x y z (Å)
C: 4.599 0.497 1.644
N: 3.546 1.041 1.054
C: 2.472 0.220 1.376
C: 2.926 -0.944 1.974
N: 4.244 -0.679 2.276
C: 2.038 -2.132 2.444
C: 0.578 -1.903 1.969
O: 0.214 -0.540 1.837
C: 1.096 0.220 0.992
C: 0.509 1.665 0.831
N: -0.626 1.841 -0.092
C: -0.304 2.372 -1.460
C: -1.579 2.878 -2.125
O: -2.614 1.880 -2.092
C: -2.888 1.417 -0.793
C: -1.793 0.895 0.078
H: 5.646 0.870 1.706
H: 4.849 -1.330 2.635
H: 2.229 -1.965 3.517
H: 2.382 -3.182 2.263
H: -0.173 -2.490 2.522
H: 0.471 -2.446 1.040
H: 1.053 -0.250 0.053
H: 1.294 2.179 0.339
H: 0.428 2.150 1.763
H: 0.030 1.511 -2.084
H: 0.484 3.145 -1.311
H: -1.382 3.153 -3.148
H: -1.811 3.717 -1.600
H: -3.353 2.242 -0.268
H: -3.611 0.637 -0.875
H: -1.540 -0.125 -0.199
H: -1.950 0.921 1.196



*two*
A single C11H17N3O2 molecule. Source: the OMol25 dataset; level of theory: ωB97M-V with the def2-TZVPD basis set.

Computed properties:
Net charge ... 0
Orbital gap ... 8.6687 eV
Structure (SMILES) ... CC(C)(C)c1nnc(C(=O)[C@@H]2CCCN2)o1
LUMO level ... -0.2 eV

Element x y z (Å)
C: 2.431 3.464 0.195
C: 1.568 2.868 -0.926
C: 2.555 2.381 -2.044
C: 0.689 3.974 -1.491
C: 0.721 1.697 -0.429
N: -0.529 1.582 -0.753
N: -0.912 0.426 -0.165
C: 0.134 -0.076 0.473
C: 0.049 -1.326 1.307
O: 0.949 -1.655 2.083
C: -1.221 -2.198 1.217
C: -1.196 -3.574 1.889
C: -2.430 -4.255 1.310
C: -2.669 -3.649 -0.077
N: -1.651 -2.564 -0.160
O: 1.226 0.704 0.337
H: 3.240 2.785 0.442
H: 1.774 3.647 1.030
H: 2.888 4.376 -0.143
H: 3.325 1.704 -1.645
H: 1.964 1.863 -2.789
H: 3.074 3.239 -2.520
H: 0.136 4.523 -0.697
H: 1.225 4.680 -2.095
H: -0.063 3.520 -2.149
H: -2.031 -1.656 1.740
H: -0.276 -4.145 1.553
H: -1.233 -3.560 2.985
H: -2.322 -5.364 1.303
H: -3.285 -4.033 1.959
H: -3.665 -3.267 -0.136
H: -2.499 -4.374 -0.902
H: -1.966 -1.737 -0.700



Verdict on stability: *one* comes out at the bottom.